Density functional theory data (the ωB97M-V functional and the def2-TZVPD basis) for 2 unconnected molecules or ions with the total composition C16H25N2 at a distorted geometry.

Output
Total charge ... +1
Molecular weight ... 245.39 g mol⁻¹
Energy relative to the best compared isomer or geometry (same formula, charge and spin) ... 67.4 kcal per mole

Last column: Mulliken charge in e.
Positions of all 43 atoms, in Å:
1 C 4.203 -1.241 1.936  -0.4955
2 C 4.878 0.099 1.544  -0.5057
3 C 4.205 0.548 0.237  -0.6607
4 N 2.982 -0.271 0.096  0.6464
5 N 2.150 -0.183 -0.990  -0.8141
6 C 1.268 0.721 -1.091  -0.5595
7 C 3.173 -1.537 0.834  -0.5661
8 H 4.938 -2.052 2.032  0.3058
9 H 3.708 -1.154 2.913  0.2272
10 H 4.731 0.848 2.333  0.2312
11 H 5.962 -0.019 1.424  0.2986
12 H 3.944 1.608 0.230  0.3337
13 H 4.846 0.355 -0.627  0.3423
14 H 0.638 0.757 -1.958  0.3507
15 H 1.096 1.413 -0.293  0.4002
16 H 3.538 -2.293 0.133  0.3341
17 H 2.214 -1.882 1.226  0.1327
18 C -0.953 -0.491 2.465  -1.3054
19 C -1.464 0.536 1.538  -0.0593
20 C -1.990 0.359 0.269  1.0097
21 C -2.253 1.536 -0.522  1.1936
22 C -1.908 2.899 -0.026  -2.0004
23 C -2.800 1.410 -1.777  -0.9332
24 C -3.112 0.170 -2.322  0.6118
25 C -3.732 0.086 -3.672  -1.4785
26 C -2.840 -0.975 -1.582  -1.0831
27 C -2.289 -0.927 -0.320  1.3216
28 C -2.069 -2.223 0.384  -1.7280
29 H -0.464 -0.034 3.329  0.3771
30 H -1.756 -1.124 2.848  0.3971
31 H -0.205 -1.116 1.973  0.1420
32 H -1.387 1.551 1.885  0.4043
33 H -2.112 3.662 -0.779  0.3801
34 H -2.485 3.152 0.862  0.4243
35 H -0.849 2.964 0.222  0.3922
36 H -2.992 2.291 -2.362  0.4542
37 H -3.940 -0.950 -3.951  0.3795
38 H -4.675 0.636 -3.695  0.3756
39 H -3.069 0.513 -4.427  0.3616
40 H -3.083 -1.930 -2.015  0.3628
41 H -2.425 -3.069 -0.208  0.3793
42 H -1.010 -2.396 0.573  0.2926
43 H -2.613 -2.249 1.328  0.3268

=====

Density functional theory data (the ωB97M-V functional and the def2-TZVPD basis) for a gas-phase ion, C16H25N2O5 (charge +1) at a distorted geometry.

Output
Total charge ... +1
SMILES ... OCC[NH+]1CCN(C[C@H](O)COc2ccc3c(c2)OCO3)CC1
Molecular weight ... 325.38 g mol⁻¹
Energy relative to the best compared isomer or geometry (same formula, charge and spin) ... 4.2 kcal per mole

Last column: Mulliken charge in e.
Positions of all 48 atoms, in Å:
1 O -3.929 -2.318 0.126  -0.4526
2 C -5.001 -1.741 -0.587  -0.7009
3 C -4.465 -0.515 -1.337  -0.5048
4 N -3.494 0.239 -0.521  0.2346
5 C -2.836 1.306 -1.310  -0.6729
6 C -2.047 2.255 -0.363  -0.8738
7 N -1.712 1.646 0.889  0.2053
8 C -0.471 0.924 1.005  -1.4886
9 C -0.244 -0.241 0.016  0.7961
10 O -1.289 -1.203 0.067  -0.4980
11 C 1.124 -0.885 0.263  -1.0293
12 O 2.085 0.090 -0.041  -0.1766
13 C 3.419 -0.249 0.030  0.4280
14 C 3.895 -1.487 0.425  -0.4810
15 C 5.266 -1.750 0.468  -1.2532
16 C 6.120 -0.742 0.107  0.8831
17 C 5.636 0.510 -0.291  1.0357
18 C 4.295 0.782 -0.337  -1.1137
19 O 6.683 1.325 -0.595  -0.4691
20 C 7.852 0.556 -0.383  -0.2334
21 O 7.485 -0.734 0.058  -0.4622
22 C -2.872 1.216 1.637  -0.8663
23 C -4.045 0.815 0.720  -0.4989
24 H -4.135 -3.233 0.340  0.3465
25 H -5.419 -2.434 -1.324  0.4212
26 H -5.809 -1.458 0.102  0.3746
27 H -5.292 0.136 -1.627  0.4022
28 H -3.939 -0.847 -2.234  0.4351
29 H -2.742 -0.454 -0.229  0.2015
30 H -2.179 0.833 -2.041  0.4283
31 H -3.601 1.870 -1.847  0.4492
32 H -2.657 3.139 -0.152  0.3873
33 H -1.136 2.592 -0.854  0.3934
34 H -0.397 0.550 2.028  0.3390
35 H 0.354 1.625 0.851  0.3013
36 H -0.247 0.139 -1.009  0.0939
37 H -1.219 -1.723 0.877  0.3284
38 H 1.207 -1.209 1.313  0.5129
39 H 1.231 -1.765 -0.388  0.5435
40 H 3.221 -2.278 0.710  0.3916
41 H 5.636 -2.713 0.775  0.4061
42 H 3.913 1.740 -0.642  0.4354
43 H 8.479 1.044 0.379  0.2419
44 H 8.416 0.479 -1.325  0.2414
45 H -3.210 2.034 2.287  0.4000
46 H -2.600 0.377 2.279  0.4229
47 H -4.666 0.079 1.226  0.2925
48 H -4.661 1.678 0.458  0.4021

=====

Density functional theory data (the ωB97M-V functional and the def2-TZVPD basis) for a molecular structure, C16H25N3O5PS2Sr at a distorted geometry.

Output
Total charge ... +1
Molecular weight ... 522.12 g mol⁻¹
Energy relative to the best compared isomer or geometry (same formula, charge and spin) ... 108.3 kcal per mole

Last column: Mulliken charge in e.
Positions of all 53 atoms, in Å:
1 Sr -0.739 0.645 0.526  2.1415
2 C 1.960 0.584 -0.286  -1.0509
3 C 2.442 -0.619 0.359  -0.2412
4 C 2.886 -1.501 -0.600  -0.5946
5 C 2.730 -0.882 -1.880  -0.7894
6 C 2.181 0.374 -1.689  -0.6313
7 H 2.276 1.537 0.139  0.6129
8 H 2.554 -0.733 1.430  0.4992
9 H 3.318 -2.478 -0.423  0.4894
10 H 3.091 -1.277 -2.823  0.6703
11 H 2.058 1.137 -2.446  0.4384
12 O -2.339 -2.037 3.293  -0.6620
13 C -2.101 -0.850 3.388  -0.2358
14 N -1.868 -0.027 2.318  -0.5511
15 S -1.521 1.479 2.799  1.3643
16 O -2.430 2.451 2.216  -0.6132
17 O -0.148 1.723 2.401  -0.8772
18 C -1.764 1.243 4.531  0.3947
19 C -1.743 2.127 5.588  -0.7721
20 C -2.017 1.609 6.848  -0.5390
21 C -2.305 0.258 7.022  -0.4923
22 C -2.340 -0.613 5.941  -0.6325
23 C -2.068 -0.102 4.687  0.2723
24 H -1.526 3.177 5.443  0.5061
25 H -2.008 2.269 7.704  0.4214
26 H -2.511 -0.116 8.016  0.4260
27 H -2.574 -1.664 6.053  0.5289
28 N 0.309 -2.932 -2.048  -0.1302
29 C -0.458 -2.850 -0.769  -0.4876
30 P -1.940 -1.827 -1.259  0.7012
31 O -2.261 -2.317 -2.626  -0.8423
32 O -1.578 -0.351 -1.146  -1.0131
33 C -3.272 -2.298 -0.103  -0.4245
34 N -4.502 -1.710 -0.669  -0.6372
35 H 0.783 -3.821 -2.166  0.3930
36 H 1.049 -2.176 -2.089  -0.0404
37 H -0.396 -2.806 -2.804  0.4280
38 H 0.148 -2.408 0.019  0.1368
39 H -0.789 -3.848 -0.489  0.4639
40 H -3.085 -1.926 0.907  -0.0068
41 H -3.293 -3.390 -0.051  0.6111
42 H -4.017 -0.081 -0.368  0.2907
43 H -5.332 -2.119 -0.256  0.2308
44 H -4.535 -1.916 -1.666  0.2567
45 C -4.734 0.637 1.714  -1.1498
46 S -3.513 0.945 0.425  0.9695
47 C -4.314 2.320 -0.425  -1.2547
48 H -4.639 1.413 2.467  0.4571
49 H -4.521 -0.334 2.153  0.3153
50 H -5.727 0.640 1.272  0.4844
51 H -5.379 2.133 -0.528  0.3924
52 H -3.850 2.432 -1.403  0.3937
53 H -4.135 3.210 0.175  0.3792

=====

Density functional theory data (the ωB97M-V functional and the def2-TZVPD basis) for a molecular structure, C16H25N3O5S at a distorted geometry.

Output
Molecular weight ... 371.46 g mol⁻¹
Energy relative to the best compared isomer or geometry (same formula, charge and spin) ... 399.2 kcal per mole

Last column: Mulliken charge in e.
Positions of all 50 atoms, in Å:
1 C 7.680 1.804 1.083  -1.7476
2 C 7.780 0.844 -0.193  -0.1775
3 H 8.736 0.414 -0.301  0.3471
4 H 7.479 1.372 -1.140  0.2732
5 O 6.673 -0.354 -0.194  -0.5402
6 C 5.325 0.068 -0.316  0.6821
7 O 4.950 1.101 -0.622  -0.5905
8 N 4.560 -0.911 -0.263  -0.1860
9 C 3.160 -1.043 -0.450  0.7323
10 C 2.468 -0.080 -0.875  -0.2550
11 C 1.015 -0.035 -1.038  -0.8214
12 C 0.399 -1.356 -0.846  0.3090
13 C 1.291 -2.666 -0.350  -0.8615
14 C 2.644 -2.208 -0.007  -0.6643
15 H 3.222 -3.114 0.219  0.2534
16 H 0.722 -3.458 0.110  0.4004
17 S -1.221 -1.838 -0.888  1.0561
18 O -1.583 -3.135 -0.940  -0.5519
19 O -1.605 -0.711 -2.067  -0.7167
20 N -1.827 -1.026 0.641  -0.2505
21 C -2.695 -1.946 1.218  -1.3601
22 C -4.232 -1.780 1.028  -0.3664
23 H -4.170 -2.004 -0.133  0.0877
24 H -4.751 -2.574 1.595  0.4469
25 C -4.730 -0.328 0.898  -1.2188
26 N -3.981 0.581 0.378  0.5628
27 C -4.160 1.680 1.013  -0.6681
28 C -3.284 3.020 0.188  -0.2999
29 O -3.840 2.917 -0.999  -0.4169
30 C -3.673 1.653 -1.671  -0.3197
31 C -4.517 0.756 -1.040  -0.5027
32 H -4.415 -0.343 -1.608  0.2847
33 H -5.568 0.954 -1.005  0.4305
34 H -4.130 1.710 -2.768  0.2755
35 H -2.703 1.273 -1.810  0.1449
36 H -3.360 4.064 0.682  0.2882
37 H -2.242 2.539 0.076  0.1942
38 H -3.797 1.823 2.305  0.2441
39 H -5.233 2.266 1.055  0.2686
40 H -4.729 -0.144 2.300  0.3509
41 H -5.728 -0.603 1.079  0.2875
42 H -2.409 -2.884 1.420  0.6946
43 H -2.648 -1.694 2.391  0.3916
44 H -2.324 -0.322 0.408  0.5865
45 H 0.345 0.605 -1.538  0.5544
46 H 3.044 0.845 -1.123  0.4367
47 H 5.147 -1.855 0.258  0.3147
48 H 6.810 2.181 1.093  0.5562
49 H 7.813 1.345 1.819  0.5895
50 H 8.294 2.598 0.928  0.4714

=====

Density functional theory data (the ωB97M-V functional and the def2-TZVPD basis) for a single C16H25NO molecule.

Output
SMILES ... CC(C)c1ccc(OCCCN2CCCC2)cc1
Molecular weight ... 247.38 g mol⁻¹
Energy relative to the best compared isomer or geometry (same formula, charge and spin) ... 36.3 kcal per mole

Last column: Mulliken charge in e.
Positions of all 43 atoms, in Å:
1 C -4.286 -2.343 0.277  -1.4708
2 C -4.423 -1.023 -0.484  0.1683
3 C -5.748 -0.336 -0.144  -1.4813
4 C -3.255 -0.114 -0.194  0.6510
5 C -3.002 0.357 1.091  0.0228
6 C -1.929 1.181 1.347  -1.1533
7 C -1.061 1.567 0.323  0.7740
8 O -0.055 2.403 0.709  -0.4209
9 C 0.986 2.771 -0.170  -0.8160
10 C 2.210 1.861 -0.043  -0.0726
11 C 1.974 0.450 -0.614  -0.8684
12 N 3.024 -0.511 -0.393  0.1120
13 C 4.339 -0.210 -0.918  -0.6460
14 C 5.185 -1.333 -0.332  -0.6367
15 C 4.651 -1.416 1.099  -0.6821
16 C 3.174 -1.020 0.965  -0.4402
17 C -1.307 1.104 -0.963  -0.1082
18 C -2.391 0.277 -1.205  -0.9395
19 H -5.101 -3.015 0.017  0.4420
20 H -4.310 -2.173 1.351  0.2979
21 H -3.344 -2.827 0.028  0.3582
22 H -4.422 -1.247 -1.557  0.3808
23 H -6.585 -0.977 -0.414  0.4448
24 H -5.810 -0.122 0.920  0.3011
25 H -5.839 0.601 -0.688  0.3546
26 H -3.650 0.076 1.907  0.2810
27 H -1.734 1.547 2.344  0.4241
28 H 0.644 2.817 -1.209  0.3528
29 H 1.264 3.785 0.140  0.3402
30 H 2.470 1.789 1.015  0.2186
31 H 3.040 2.337 -0.569  0.3675
32 H 1.065 0.030 -0.176  0.3351
33 H 1.827 0.526 -1.697  0.1934
34 H 4.310 -0.217 -2.010  0.3125
35 H 4.731 0.766 -0.585  0.3133
36 H 6.252 -1.128 -0.375  0.3594
37 H 4.977 -2.260 -0.865  0.3082
38 H 4.774 -2.408 1.530  0.3091
39 H 5.177 -0.701 1.734  0.2986
40 H 2.509 -1.883 1.083  0.3136
41 H 2.897 -0.281 1.728  0.2151
42 H -0.667 1.370 -1.789  0.1989
43 H -2.561 -0.071 -2.214  0.2872

=====

no.,LUMO level (eV)
1,-5.670
2,-2.368
3,-2.833
4,0.026
5,0.926